No. 1
{
  "formula": "CH3BrO2S",
  "method": "ωB97M-V/def2-TZVPD",
  "elements": ["H", "C", "H", "H", "O", "S", "Br", "O"],
  "xyz": [[-2.063, 0.174, -0.013], [-1.100, -0.406, 0.132], [-0.459, -0.709, -0.693], [-1.526, -1.143, 0.743], [1.170, 1.540, -1.047], [1.299, 1.040, 0.268], [2.774, -0.846, -0.208], [-0.095, 0.350, 0.817]],
  "nbo_charge": [0.1992, -0.2651, 0.2138, 0.2021, -0.8605, 1.5864, -0.3510, -0.7249],
  "total_charge": 0,
  "lumo_energy_ha": -0.0319,
  "homo_lumo_gap_ev": 9.41
}

***

No. 2
{
  "formula": "CH3BrOS",
  "method": "ωB97M-V/def2-TZVPD",
  "elements": ["C", "O", "H", "Br", "H", "H", "S"],
  "xyz": [[0.276, 0.641, 0.461], [-1.475, -1.251, 0.270], [-0.582, 1.403, 0.499], [-0.239, -1.014, -2.485], [1.182, 0.933, -0.119], [0.958, 0.381, 1.540], [-0.120, -1.093, -0.166]],
  "nbo_charge": [-0.8435, -0.9004, 0.2701, -0.2532, 0.2349, 0.2471, 1.2450],
  "total_charge": 0,
  "lumo_energy_ha": -0.0212,
  "homo_lumo_gap_ev": 9.24
}

***

No. 3
{
  "formula": "CH3BrOS",
  "method": "ωB97M-V/def2-TZVPD",
  "elements": ["H", "Br", "S", "C", "H", "O", "H"],
  "xyz": [[-0.527, -0.982, 0.309], [3.138, 0.643, -0.034], [1.836, -1.177, 0.427], [0.309, -0.360, 0.106], [0.145, 0.663, 0.424], [2.092, -2.215, -0.581], [0.407, -0.334, -1.723]],
  "nbo_charge": [0.2246, -0.2129, 1.2213, -0.7585, 0.2485, -0.8724, 0.1494],
  "total_charge": 0,
  "lumo_energy_ha": -0.0344,
  "homo_lumo_gap_ev": 9.00
}

***

No. 4
{
  "formula": "CH3BrS",
  "method": "ωB97M-V/def2-TZVPD",
  "elements": ["H", "S", "H", "H", "Br", "C"],
  "xyz": [[0.362, 0.911, 0.937], [-1.377, -1.494, 0.019], [-2.616, -1.029, 0.027], [0.323, 0.917, -0.933], [2.501, 0.029, -0.041], [0.806, 0.665, -0.009]],
  "nbo_charge": [0.2052, -0.2075, 0.0951, 0.2052, 0.1490, -0.4471],
  "total_charge": 0,
  "lumo_energy_ha": [-0.0189, -0.0784],
  "homo_lumo_gap_ev": [9.14, 6.46]
}

***

No. 5
{
  "formula": "CH3Cl2FN2OS2",
  "method": "ωB97M-V/def2-TZVPD",
  "elements": ["O", "Cl", "C", "S", "H", "N", "F", "H", "Cl", "H", "S", "N"],
  "xyz": [[-0.037, -0.238, 2.076], [1.824, -0.510, -1.555], [-1.690, 0.149, -0.401], [2.260, 1.418, 0.974], [-1.715, -0.592, 0.363], [-0.557, 0.925, -0.035], [-0.121, 1.632, -1.195], [-1.655, -0.250, -1.383], [2.271, -2.295, 0.611], [-2.521, 0.688, -0.159], [0.767, 0.250, 0.825], [1.174, -1.178, -0.121]],
  "nbo_charge": [-0.8616, 0.1847, -0.4510, -0.2722, 0.2487, -0.2194, -0.2422, 0.2172, 0.1984, 0.2209, 1.6532, -0.6766],
  "total_charge": 0,
  "lumo_energy_ha": -0.0243,
  "homo_lumo_gap_ev": 9.37
}

***

No. 6
{
  "formula": "CH3Cl2FSi",
  "method": "ωB97M-V/def2-TZVPD",
  "elements": ["C", "Cl", "Cl", "H", "H", "H", "Si", "F"],
  "xyz": [[-1.304, 0.651, -0.209], [-3.773, -1.532, -0.080], [3.145, -2.659, 0.030], [-0.202, 0.943, -0.299], [-1.960, 1.444, -0.681], [2.263, -3.634, 0.524], [-1.894, -0.972, 0.137], [-1.095, -2.241, 0.651]],
  "nbo_charge": [-1.2952, -0.3433, -0.2979, 0.2606, 0.2598, 0.2983, 1.7465, -0.6288],
  "total_charge": 0,
  "lumo_energy_ha": 0.0021,
  "smiles": "C=[Si](F)Cl.Cl",
  "homo_lumo_gap_ev": 8.66
}

***

No. 7
{
  "formula": "CH3Cl2NO",
  "method": "ωB97M-V/def2-TZVPD",
  "elements": ["Cl", "O", "H", "H", "C", "Cl", "H", "N"],
  "xyz": [[-1.306, 1.562, 0.069], [0.329, -0.010, -1.183], [0.845, 0.732, 1.582], [1.488, -0.459, 0.517], [-0.364, -0.103, -0.114], [-1.548, -1.440, 0.107], [-0.138, -0.043, -2.042], [0.694, -0.239, 1.065]],
  "nbo_charge": [-0.1613, -0.6912, 0.3891, 0.3628, 0.4430, -0.0190, 0.5129, -0.8363],
  "total_charge": 0,
  "lumo_energy_ha": 0.0174,
  "smiles": "NC(O)(Cl)Cl",
  "homo_lumo_gap_ev": 10.83
}

***

No. 8
{
  "formula": "CH3Cl2OP",
  "method": "ωB97M-V/def2-TZVPD",
  "elements": ["O", "C", "H", "Cl", "Cl", "P", "H", "H"],
  "xyz": [[-1.544, -0.915, -1.012], [-2.257, -0.300, -0.160], [0.148, -1.880, -2.103], [-2.463, -0.825, 1.508], [-3.214, 1.000, -0.550], [-0.324, -1.958, -0.689], [-1.196, 1.500, 0.966], [-0.491, 1.491, 0.848]],
  "nbo_charge": [-0.6604, 0.2072, -0.0680, 0.0121, 0.0945, 0.4203, -0.0153, 0.0096],
  "total_charge": 0,
  "lumo_energy_ha": [-0.0309, 0.0043],
  "homo_lumo_gap_ev": [6.71, 8.26]
}

***

Energy above the lowest of the compared OMol25 structures with the same formula, charge and spin, record by record: 0.893, 0.903, 2.810, 2.869, 4.336, 4.347, 1.361, 6.166 eV
Molecular weight, record by record: 159.00, 143.01, 143.01, 127.01, 213.09, 133.03, 115.95, 132.91 g mol⁻¹
Total energy, record by record: -86056.776, -84009.165, -84007.258, -81960.110, -55539.595, -36726.564, -29667.286, -37462.883 eV